Here is a gas-phase ion, C7H14N (charge +1) at a distorted geometry from OMol25. Energies are from wB97M-V/def2-TZVPD.

Properties
structure (SMILES)	C=C1C[N@@H+]1C(C)(C)C
relative energy (zero: lowest compared OMol25 entry of this formula, charge and spin)	270.65	kJ/mol
DFT total energy	-329.50445	Ha
total charge	+1
Kohn-Sham gap	12.2729	eV

XYZ file:
```
22
C7H14N | OMol25 | wB97M-V/def2-TZVPD
C -1.70969 0.94383 -0.69345
C -2.73738 1.17054 0.09536
C -0.70630 0.58179 -1.80475
C 0.74299 -0.05311 1.72789
C 0.07623 -1.66897 0.00434
C 2.07894 -0.24525 -0.37357
C 0.67587 -0.35938 0.26130
N -0.12669 0.75111 -0.45255
H -2.65486 1.39313 1.19028
H -3.70672 1.24782 -0.34108
H -0.64538 -0.35462 -2.15688
H -0.60029 1.38958 -2.58865
H 0.98699 1.03316 2.12463
H -0.24425 -0.23360 2.21497
H 1.50110 -0.61652 2.32223
H 0.40884 -2.18401 -0.90003
H -0.96674 -1.66528 0.07159
H 0.31925 -2.30441 0.88782
H 1.90850 -0.22546 -1.38343
H 2.58761 0.79319 -0.21562
H 2.62200 -1.10579 0.12143
H 0.18999 1.71227 -0.11182
```